[1]
# C28H30N2RuS4

C28H30N2RuS4 as an isolated structure (ωB97M-V/def2-TZVPD, OMol25).

Each line ends with the Löwdin charge.
Element x y z (Å)
H1 2.259 -0.850 -4.134  0.082
H2 -1.192 -2.807 -2.075  0.031
H3 3.251 -1.683 -2.947  0.073
H4 -1.980 3.528 0.879  0.122
H5 -3.477 -1.151 -1.299  0.083
C1 -4.069 0.858 1.592  -0.012
C2 0.391 1.361 -2.820  -0.469
C3 2.465 -0.943 -3.069  -0.417
H6 -1.228 2.555 -2.020  0.094
C4 3.741 -2.174 -0.284  -0.147
C5 -1.504 2.964 3.475  -0.052
C6 0.420 1.121 2.443  -0.216
N1 1.269 0.218 1.733  -0.078
H7 -2.472 -3.092 -0.932  0.089
H8 -2.710 1.236 3.795  0.148
H9 0.604 -3.883 -2.750  0.082
C7 2.784 -1.333 0.309  -0.194
C8 0.792 2.333 2.845  0.006
C9 -5.161 1.285 0.907  -0.090
C10 -1.583 0.726 1.154  -0.236
H10 4.610 -0.762 3.181  0.114
S1 -0.478 -2.428 0.177  0.872
H11 5.635 -3.166 -0.208  0.107
H12 -1.641 1.606 -3.433  0.102
S2 -2.094 0.615 -1.336  1.122
C11 4.403 -1.181 2.205  -0.024
H13 3.573 -2.600 -1.264  0.048
H14 1.815 2.659 2.711  0.115
C12 -2.473 -1.129 -1.726  -0.339
C13 -1.703 -2.376 -1.222  -0.437
C14 -0.203 3.255 3.413  -0.059
H15 6.236 -2.283 2.029  0.106
H16 -0.004 -4.656 -0.620  0.090
C15 -2.053 1.648 3.029  -0.128
C16 3.194 -0.863 1.581  -0.293
C17 1.127 -3.356 -1.953  -0.420
H17 -1.034 -0.348 2.981  0.164
C18 -2.862 2.898 0.857  -0.031
H18 -2.592 -1.203 -2.808  0.100
C19 -1.015 0.363 0.012  -0.487
C20 -3.981 3.294 0.195  -0.095
C21 2.903 0.401 -2.463  -0.455
C22 -2.782 1.605 1.593  -0.320
H19 -2.204 3.681 3.889  0.118
H20 0.149 4.213 3.772  0.107
H21 0.486 0.489 -3.461  0.036
C23 0.560 -3.725 -0.569  -0.457
H22 0.691 2.227 -3.413  0.097
S3 1.626 1.234 -1.466  0.873
H23 -6.070 0.697 0.934  0.108
C24 4.949 -2.509 0.315  -0.076
H24 -3.986 4.247 -0.321  0.109
Ru1 0.882 -0.570 -0.187  0.494
H25 2.175 -3.629 -2.011  0.070
C25 -0.985 0.645 2.526  -0.144
H26 -6.028 2.829 -0.343  0.102
C26 -5.145 2.497 0.183  -0.067
N2 2.360 -0.015 2.303  0.109
H27 1.366 -3.844 0.154  0.076
C27 5.294 -2.017 1.569  -0.083
S4 0.933 -1.563 -2.279  0.857
C28 -1.082 1.580 -2.496  -0.363
H28 3.714 0.251 -1.751  0.073
H29 -4.106 -0.065 2.162  0.123
H30 3.241 1.083 -3.242  0.090

Cartesian forces (eV/Å) of the 6 atoms listed first:
-0.02 0.02 0.00
-0.02 0.00 0.01
0.00 0.03 -0.01
0.00 0.00 0.00
0.00 -0.01 -0.01
-0.01 -0.04 0.01

Multiplicity: 2
Total charge: +1
HOMO energy (spin up / spin down) (eV): -9.465 / -10.168
Kohn-Sham gap (spin up / spin down) (eV): 7.0 / 7.1

=====

[2]
# C28H31BCrF7N5O4S2Sb

C28H31BCrF7N5O4S2Sb as an isolated structure (ωB97M-V/def2-TZVPD, OMol25).

Each line ends with the Löwdin charge.
Element x y z (Å)
C1 0.688 -4.376 1.992  -0.604
F1 -1.009 4.103 -4.374  0.040
C2 -2.863 1.059 1.484  -0.130
S1 2.823 -2.449 -2.677  0.928
C3 1.871 -3.997 4.170  -0.105
C4 -2.242 -2.592 -0.098  -0.144
C5 -1.670 2.982 -1.003  -0.118
S2 -0.226 -5.468 0.988  1.096
H1 0.146 -5.278 3.843  0.100
H2 2.629 -4.755 3.964  0.072
C6 -1.437 -1.039 -3.396  -0.173
C7 -4.159 0.942 1.963  0.004
C8 3.119 -4.158 -3.130  -0.242
F2 3.183 0.622 -2.103  0.090
H3 -2.127 -0.587 -4.113  0.110
C9 3.310 -1.703 -4.232  -0.226
C10 0.087 6.255 2.358  -0.018
H4 3.212 5.546 3.466  0.113
N1 0.098 -4.907 -1.677  0.097
H5 -3.940 3.058 4.601  0.112
C11 -0.808 3.614 -3.126  -0.292
F3 -5.774 1.573 3.557  0.038
F4 4.429 -0.441 -0.495  0.141
H6 3.163 -0.634 -4.113  0.045
C12 -1.934 1.902 2.093  -0.382
H7 -1.274 4.850 1.510  0.101
H8 1.673 2.492 -1.170  0.082
C13 -1.891 3.477 -2.284  -0.018
H9 2.519 3.279 2.720  0.093
N2 1.411 -3.556 1.319  0.046
O1 1.310 -2.326 -2.673  -0.590
H10 2.552 -4.408 -4.027  0.062
N3 1.266 -3.674 -0.039  -0.018
C14 2.232 5.370 3.045  -0.021
C15 1.825 4.107 2.628  -0.129
C16 0.474 3.270 -2.744  -0.014
C17 -2.332 2.613 3.221  -0.124
C18 1.347 6.416 2.902  -0.291
C19 0.431 -4.618 -0.372  -0.718
H11 4.187 -4.303 -3.293  0.058
C20 0.670 2.769 -1.465  -0.116
F5 3.216 1.439 0.043  0.106
B1 3.286 0.290 -0.734  -1.270
C21 -0.291 4.986 1.948  -0.123
H12 -2.881 3.752 -2.624  0.115
H13 -0.567 7.112 2.258  0.113
H14 -2.574 0.463 0.625  0.098
H15 -4.877 0.280 1.498  0.122
H16 1.733 -3.931 5.250  0.068
O2 -1.999 -2.276 2.261  0.018
H17 -0.195 -3.560 3.690  0.109
C22 -3.623 2.510 3.724  -0.020
H18 -0.847 -5.245 -1.783  0.091
F6 2.126 -0.540 -0.429  -0.012
F7 1.725 7.653 3.305  0.036
C23 -1.581 -1.975 1.148  -0.650
C24 0.554 -4.331 3.483  -0.239
H19 0.127 0.310 -3.395  0.084
C25 0.564 3.894 2.082  -0.392
H20 2.250 -3.043 3.810  0.073
C26 -4.511 1.676 3.076  -0.284
H21 0.257 -4.087 -2.259  0.056
H22 -1.071 0.702 -2.367  0.066
H23 2.697 -2.113 -5.034  0.061
Cr1 0.289 -1.438 -0.854  0.723
O3 -3.480 -1.986 -2.554  -0.018
Sb1 0.089 1.911 1.392  1.608
H24 -2.205 -3.679 0.039  0.087
H25 4.368 -1.907 -4.401  0.063
H26 1.296 3.391 -3.437  0.120
H27 -3.305 -2.331 -0.110  0.122
C27 -2.273 -1.793 -2.352  -0.560
N4 -1.560 -2.157 -1.291  -0.078
H28 -2.516 2.879 -0.335  0.091
H29 2.787 -4.772 -2.296  0.038
H30 -1.635 3.271 3.727  0.092
H31 -0.811 -1.763 -3.924  0.100
C28 -0.396 2.622 -0.576  -0.368
N5 -0.540 -0.080 -2.740  0.013
O4 -0.598 -1.161 0.917  -0.214

Cartesian forces (eV/Å) of the 6 atoms listed first:
0.13 0.16 0.03
0.00 0.00 -0.02
0.00 -0.06 -0.03
-0.01 -0.07 -0.01
0.05 0.04 0.01
-0.11 -0.10 0.09

Multiplicity: 5
Total charge: -1
HOMO energy (spin up / spin down) (eV): -4.549 / -5.701
Kohn-Sham gap (spin up / spin down) (eV): 6.5 / 7.7